Entry 1:
ORCA calculation (wB97M-V/def2-TZVPD) on 3 unconnected molecules or ions with the total composition C27H27BrF16N2O5 at a distorted geometry.

Geometry (Å):
1 H -3.6699 0.2328 2.8508
2 F -3.7411 -2.5633 -6.6022
3 C 2.6150 1.1444 7.6972
4 C -2.0259 -1.7006 -5.1392
5 C -2.2166 -2.2685 -8.5592
6 C 2.2055 -0.9247 8.8736
7 N 2.1711 3.8242 1.1576
8 F 2.1741 -0.1665 4.1973
9 C -1.2454 -3.4440 -8.3687
10 C -4.0352 2.9592 -0.6148
11 H -2.6506 -5.1024 -8.2824
12 Br 2.1902 3.2206 -2.8781
13 C -1.8763 -0.8250 -1.1693
14 C 1.7881 0.1241 5.4709
15 F -0.1352 -3.0000 -7.7211
16 H -2.7446 -1.0151 -0.3985
17 C 2.7126 0.3210 0.4889
18 F -2.3147 -4.4050 -6.4490
19 H 4.0689 0.6928 3.0715
20 H -4.1416 3.6859 -1.5450
21 C -2.4091 1.8700 1.5111
22 F -2.7653 -2.0676 -4.0563
23 F 1.4130 -1.0466 6.0293
24 H -1.1758 2.4745 -2.2359
25 C -2.5835 2.8488 0.2076
26 F 3.2155 -2.1976 7.1086
27 H 3.1789 2.0570 7.9288
28 C 4.7099 1.1590 2.2104
29 H 2.1982 1.0521 1.2431
30 H 3.7106 -2.4955 9.0091
31 H 4.6530 1.3870 -0.0592
32 F 4.0692 0.0785 6.1745
33 F 1.9403 -3.2713 8.5121
34 C 1.1050 1.0544 -1.2077
35 H -3.2424 -2.6008 -8.7610
36 H -0.5855 -1.1556 0.6752
37 C -2.9176 -1.5129 -6.3750
38 H -6.3676 2.1758 -0.8153
39 C -1.3748 3.8256 -0.4110
40 F -3.7312 -0.4368 -6.1922
41 C -0.4984 3.2578 -1.6745
42 N 0.3366 -0.2279 -3.7341
43 C -5.1982 1.0701 1.1092
44 O -1.2573 5.0256 0.1680
45 H 2.3638 -0.7788 0.7072
46 H 4.5948 2.3358 2.1131
47 O 0.0877 0.6496 -0.2350
48 C -3.7510 0.9688 1.9338
49 F -0.8914 -5.6367 -7.5293
50 O 2.4736 0.6029 -0.9311
51 H -1.4972 -0.7752 -4.8954
52 H 5.8575 0.9656 2.4081
53 C -0.3829 -0.7277 -0.4215
54 F 1.9688 -0.9778 10.2132
55 H -2.0750 0.0688 -1.9010
56 C 1.0043 2.7225 -1.2975
57 F 3.2062 1.9884 5.5959
58 H 4.9851 -0.4064 0.4307
59 C 2.8316 -2.2472 8.4082
60 H 1.5662 1.4266 7.8516
61 H -1.8087 -1.8180 -1.8278
62 H 0.4069 -1.4648 -0.8926
63 C -1.8398 -4.6715 -7.6845
64 H -1.9092 -1.7600 -9.4819
65 O 3.0625 0.1995 8.6755
66 C -5.3561 2.0786 -0.2026
67 C 0.7770 0.5556 -2.7709
68 F -1.0999 -2.6736 -5.3242
69 H -1.3932 1.8213 2.1056
70 F 1.0069 -0.6708 8.2973
71 H 0.9091 0.7749 5.4060
72 F -0.8178 -3.8188 -9.6161
73 C 4.3551 0.5353 0.7225
74 H -6.1340 0.4031 1.4204
75 C 1.5659 3.4849 0.0381
76 C 2.9221 0.8066 6.2299
77 O -2.1753 -1.2403 -7.5634
78 H -0.3653 4.1655 -2.4273

Forces on atoms 1 to 3 (eV/Å):
H -0.2 1.7 -2.1
F -0.1 0.6 0.6
C 0.2 0.9 0.7

The calculation puts the HOMO-LUMO gap at 8.16 eV. The structure (SMILES) is CCCO[C@@](C#N)(OCC)[C@](Br)(C#N)CC(=O)c1ccccc1.FC(F)C(F)(F)COC(F)(F)C(F)F.FC(F)C(F)(F)COC(F)(F)C(F)F.

Entry 2:
ORCA calculation (wB97M-V/def2-TZVPD) on a molecular structure, C11H17BrSi at a distorted geometry.

Geometry (Å):
1 Br -2.2203 -2.1157 -0.0236
2 Si -0.7935 -0.6327 0.8016
3 H -0.8158 2.3433 1.3809
4 C 1.1213 -2.3749 -0.3840
5 C -1.2675 1.3497 -0.4824
6 H 0.3514 2.4554 0.2195
7 H -1.1155 3.3873 -0.0067
8 H -0.8991 -1.6293 2.9341
9 H -3.2216 2.3737 -0.6188
10 H 1.8458 0.6549 0.8789
11 H 4.4333 -2.0774 -1.0044
12 H -0.6173 2.0873 -2.4457
13 H -2.3903 -0.6951 2.6367
14 C 2.4034 -2.6696 -0.7967
15 C -0.6970 2.4839 0.2989
16 H -3.2201 1.0779 0.3609
17 H 0.3036 -3.0509 -0.4198
18 H 2.5304 -3.5576 -1.3383
19 C -1.3339 -0.6041 2.5904
20 C 1.9833 -0.2834 0.3665
21 C 3.4467 -1.7414 -0.7960
22 H -0.9999 0.3688 -2.4327
23 H 4.1832 -0.0787 0.3316
24 C -2.8014 1.3934 -0.5416
25 H -0.8912 0.1264 3.2752
26 H 0.4695 1.1353 -1.6500
27 C 0.8848 -1.1301 0.1956
28 C -0.6493 1.1310 -1.8215
29 C 3.2588 -0.5655 -0.0900
30 H -3.2819 0.8382 -1.4187

Forces on atoms 1 to 3 (eV/Å):
Br -0.4 -0.4 -0.2
Si -1.1 3.0 -2.2
H -0.6 0.3 -0.1

The calculation puts the HOMO-LUMO gap at 8.70 eV. For the energy above the lowest of the compared OMol25 structures with the same formula, charge and spin, the calculation gives 38.9 kcal/mol.